(1)
{
  "formula": "C3H5N3",
  "method": "ωB97M-V/def2-TZVPD",
  "relative_energy_kcal_mol": 136.94,
  "charge": 0,
  "fmax_ev_per_a": 0.6,
  "orbital_gap_ha": [0.2975, 0.2975],
  "symbols": ["N", "C", "C", "N", "N", "C", "H", "H", "H", "H", "H"],
  "coordinates": [[-1.83099, -0.31883, -0.28849], [-0.53975, 0.04753, -0.44510], [0.79729, -0.59236, 0.27425], [1.85252, 0.10222, -0.27847], [1.17913, 1.28322, -0.37631], [0.17132, 0.75690, 0.56291], [-2.44511, 0.10913, 0.39340], [-2.28997, -0.87306, -0.99391], [0.78877, -1.58001, 0.71986], [2.44158, -0.20199, -1.04656], [-0.12480, 1.26726, 1.47842]],
  "forces_ev_per_a": [[-0.07, 0.08, -0.14], [-0.24, -0.02, -0.05], [0.30, -0.28, 0.41], [-0.07, 0.04, -0.30], [0.06, 0.02, -0.05], [-0.21, -0.02, 0.14], [0.17, -0.04, -0.06], [0.09, 0.17, 0.02], [0.04, 0.23, 0.09], [-0.12, 0.02, 0.03], [0.05, -0.21, -0.09]]
}

=====

(2)
{
  "formula": "C3H5N3",
  "method": "ωB97M-V/def2-TZVPD",
  "relative_energy_kcal_mol": 48.01,
  "charge": 0,
  "fmax_ev_per_a": 3.9,
  "orbital_gap_ha": 0.3822,
  "symbols": ["C", "N", "C", "N", "C", "N", "H", "H", "H", "H", "H"],
  "coordinates": [[1.58552, -0.28265, -0.01853], [0.39663, -0.94556, -0.37267], [-0.67329, -0.23528, -0.25737], [-0.69187, 1.02591, 0.24699], [-1.94917, -0.86397, -0.59649], [-2.97997, -1.31739, -0.86286], [2.44782, -0.95450, 0.04163], [1.80553, 0.63553, -0.58026], [1.42077, 0.30680, 1.18289], [0.26741, 1.20830, 0.84253], [-1.62937, 1.42281, 0.37413]],
  "forces_ev_per_a": [[0.01, 1.82, 3.18], [-0.82, 0.14, -0.42], [0.79, -0.71, 0.24], [1.68, 0.30, 0.86], [-0.87, -0.19, -0.30], [1.10, 0.49, 0.30], [-0.31, 0.30, 0.09], [0.01, -0.36, -0.34], [0.88, -1.84, -2.56], [-3.58, -0.04, -1.57], [1.10, 0.09, 0.51]]
}

=====

(3)
{
  "formula": "C3H5N3",
  "method": "ωB97M-V/def2-TZVPD",
  "relative_energy_kcal_mol": 30.47,
  "charge": 0,
  "smiles": "Nc1cn[nH]c1",
  "fmax_ev_per_a": 1.0,
  "orbital_gap_ha": 0.3457,
  "symbols": ["N", "C", "C", "N", "N", "C", "H", "H", "H", "H", "H"],
  "coordinates": [[1.14467, -0.88642, -1.19138], [0.34289, -0.19871, -0.26504], [0.49762, -0.03568, 1.13389], [-0.57117, 0.51953, 1.69561], [-1.34118, 0.87582, 0.66213], [-0.78893, 0.53033, -0.54192], [1.95911, -1.32185, -0.78241], [0.63605, -1.57834, -1.73107], [1.44273, -0.03107, 1.65451], [-2.32441, 1.05147, 0.81300], [-0.99739, 1.07494, -1.44733]],
  "forces_ev_per_a": [[0.23, 0.23, -0.09], [-0.02, 0.48, 0.06], [0.12, 0.00, 0.07], [0.30, 0.28, -0.25], [-0.08, -0.05, -0.15], [-0.01, -0.18, -0.13], [-0.07, 0.09, 0.05], [0.04, 0.28, 0.18], [-0.14, -0.85, 0.43], [0.30, 0.28, 0.07], [-0.67, -0.55, -0.24]]
}

=====

(4)
{
  "formula": "C3H5N3",
  "method": "ωB97M-V/def2-TZVPD",
  "relative_energy_kcal_mol": 77.95,
  "charge": 0,
  "smiles": "[H]/N=C/C=N\\C=N\\[H]",
  "fmax_ev_per_a": 2.3,
  "orbital_gap_ha": 0.3447,
  "symbols": ["H", "N", "C", "C", "N", "C", "N", "H", "H", "H", "H"],
  "coordinates": [[-2.05221, 1.71424, 0.25959], [-1.19944, 1.45933, -0.24724], [-0.91358, 0.25871, 0.11260], [-0.51798, -1.09700, -0.41598], [0.68747, -1.49638, -0.47637], [1.51369, -0.41446, -0.20907], [1.15197, 0.48034, 0.61135], [1.65932, 1.36938, 0.57820], [-1.44129, -0.14706, 0.98309], [-1.33110, -1.83860, -0.46136], [2.44313, -0.28849, -0.73481]],
  "forces_ev_per_a": [[0.76, 0.49, 0.33], [-0.61, -1.14, -1.22], [-2.17, 0.09, 0.63], [0.74, 0.22, -0.26], [-0.14, -0.25, -0.04], [1.10, 1.38, 0.31], [-0.08, -0.39, 0.21], [0.15, -0.55, 0.15], [-0.29, 0.20, 0.74], [0.22, 0.48, -0.24], [0.31, -0.53, -0.60]]
}

=====

(5)
{
  "formula": "C3H5N3",
  "method": "ωB97M-V/def2-TZVPD",
  "relative_energy_kcal_mol": 38.19,
  "charge": 0,
  "smiles": "CN=C=N.C#N",
  "fmax_ev_per_a": 1.2,
  "orbital_gap_ha": 0.4037,
  "symbols": ["C", "N", "C", "N", "H", "H", "H", "H", "C", "N", "H"],
  "coordinates": [[0.93595, -1.24779, -0.83242], [0.34739, 0.04546, -1.11982], [-0.70887, 0.52281, -0.77511], [-1.68867, 1.15882, -0.36398], [1.77233, -1.41350, -1.51370], [1.30895, -1.25875, 0.19672], [0.21042, -2.05800, -0.95860], [-2.52394, 1.12898, -0.93713], [0.09895, 1.06841, 2.11190], [0.95659, 0.34947, 2.39440], [-0.70910, 1.70409, 1.79774]],
  "forces_ev_per_a": [[0.09, -0.21, 0.07], [-0.66, 0.37, 0.17], [0.25, -0.07, -0.11], [0.30, -0.21, -0.18], [-0.13, 0.03, 0.11], [-0.05, 0.01, -0.16], [0.09, 0.12, 0.02], [0.06, -0.02, 0.02], [0.76, -0.64, 0.26], [-0.86, 0.73, -0.24], [0.13, -0.11, 0.04]]
}

=====

(6)
{
  "formula": "C3H5N3",
  "method": "ωB97M-V/def2-TZVPD",
  "relative_energy_kcal_mol": 19.09,
  "charge": 0,
  "smiles": "Cn1cnnc1",
  "fmax_ev_per_a": 0.3,
  "orbital_gap_ha": 0.3873,
  "symbols": ["C", "N", "C", "N", "N", "C", "H", "H", "H", "H", "H"],
  "coordinates": [[-1.41731, -0.15379, -0.01993], [0.01947, -0.02482, 0.10470], [0.72738, 1.13327, 0.21770], [2.00503, 0.91636, 0.06914], [2.16403, -0.42816, -0.15481], [0.97568, -0.96580, -0.13349], [-1.65914, -1.17487, -0.31948], [-1.76433, 0.52961, -0.79796], [-1.92657, 0.07218, 0.92026], [0.25854, 2.09145, 0.40067], [0.74749, -2.01364, -0.27925]],
  "forces_ev_per_a": [[-0.16, -0.02, -0.02], [0.22, 0.06, -0.13], [0.04, 0.04, -0.02], [-0.18, 0.05, 0.11], [-0.16, -0.14, 0.07], [0.02, -0.02, -0.04], [0.03, 0.13, 0.07], [-0.09, -0.11, 0.10], [0.11, -0.03, -0.10], [0.11, -0.12, -0.04], [0.06, 0.16, 0.00]]
}

=====

(7)
{
  "formula": "C3H5N3O",
  "method": "ωB97M-V/def2-TZVPD",
  "relative_energy_kcal_mol": 82.17,
  "charge": 0,
  "smiles": "Cn1[nH]cnc1=O",
  "fmax_ev_per_a": 4.8,
  "orbital_gap_ha": 0.3526,
  "symbols": ["C", "N", "N", "C", "N", "C", "O", "H", "H", "H", "H", "H"],
  "coordinates": [[1.69236, 0.16154, -0.34571], [0.18257, -0.14481, -0.40705], [-0.90683, 0.84913, -0.36514], [-1.79794, 0.42765, 0.66799], [-1.49031, -0.67359, 1.26499], [-0.34754, -1.17491, 0.67426], [0.26285, -2.20225, 0.68222], [1.79830, 0.57304, -1.44608], [2.33003, 0.91430, 0.26309], [2.08564, -0.92392, -0.22085], [-1.05744, 1.09367, -1.31488], [-2.75169, 1.10014, 0.54716]],
  "forces_ev_per_a": [[-0.14, -0.19, -2.82], [-1.97, -0.20, 3.22], [2.72, -1.78, 2.78], [-0.37, 1.76, -4.46], [-0.45, 0.46, 0.55], [2.49, 1.56, -3.26], [-0.83, -0.25, 1.43], [0.61, -1.17, 2.01], [-2.06, -1.10, 0.00], [-0.38, 2.08, -0.44], [-1.20, 0.67, -0.43], [1.57, -1.84, 1.42]]
}

=====

(8)
{
  "formula": "C3H5N3O",
  "method": "ωB97M-V/def2-TZVPD",
  "relative_energy_kcal_mol": 123.20,
  "charge": 0,
  "fmax_ev_per_a": 3.5,
  "orbital_gap_ha": [0.2744, 0.2743],
  "symbols": ["C", "C", "C", "N", "N", "N", "O", "H", "H", "H", "H", "H"],
  "coordinates": [[0.10359, 1.51225, 0.08981], [-1.08875, 0.80264, 0.03492], [1.44070, -0.35619, 0.43776], [1.23567, 0.84310, 0.12435], [-1.13079, -0.46262, 0.15204], [2.17764, -1.30206, -0.06117], [-2.38229, -1.04322, 0.23636], [-0.00386, 2.60956, -0.07067], [-1.90360, 1.51670, -0.00695], [2.15195, -2.20790, 0.30870], [2.54166, -1.26273, -1.06358], [-3.14191, -0.64954, -0.18156]],
  "forces_ev_per_a": [[1.52, 0.86, -1.41], [-1.22, 0.68, 0.26], [-0.01, 0.57, 1.17], [-0.22, 0.55, 0.73], [-0.40, -0.15, -0.85], [0.77, 0.71, -3.38], [0.33, -1.92, 1.10], [0.91, -0.98, 0.44], [-1.00, -0.62, 0.00], [0.08, -1.04, 0.88], [-0.80, -0.04, 1.61], [0.02, 1.38, -0.54]]
}

=====

(9)
{
  "formula": "C3H5N3O",
  "method": "ωB97M-V/def2-TZVPD",
  "relative_energy_kcal_mol": 97.62,
  "charge": 0,
  "fmax_ev_per_a": 1.1,
  "orbital_gap_ha": 0.3359,
  "symbols": ["N", "C", "N", "C", "O", "C", "N", "H", "H", "H", "H", "H"],
  "coordinates": [[-1.55897, -0.92818, 0.83183], [-0.50963, -1.69738, 1.14282], [0.43150, -2.31964, 1.43071], [1.60847, 0.53866, -0.07978], [1.39312, -0.60357, -0.66165], [0.74738, 1.56871, -0.71063], [-0.52091, 1.47312, -0.57588], [-2.32910, -1.42668, 0.40715], [-1.30107, -0.06130, 0.33427], [1.78929, -1.31801, -0.12413], [1.25123, 2.45702, -1.10739], [-1.00130, 2.31724, -0.88733]],
  "forces_ev_per_a": [[0.06, -0.06, -0.03], [0.75, -0.56, 0.22], [-0.92, 0.57, -0.24], [-0.25, -0.23, -0.28], [0.17, 0.25, 0.27], [-0.22, 0.08, 0.07], [0.37, 0.15, -0.05], [0.07, 0.01, 0.06], [-0.03, -0.10, 0.07], [-0.04, 0.07, -0.10], [-0.04, -0.09, 0.01], [0.08, -0.10, 0.00]]
}

=====

(10)
{
  "formula": "C3H5N3O",
  "method": "ωB97M-V/def2-TZVPD",
  "relative_energy_kcal_mol": 62.00,
  "charge": 0,
  "smiles": "Cc1ncnn1O",
  "fmax_ev_per_a": 2.8,
  "orbital_gap_ha": 0.3875,
  "symbols": ["C", "C", "N", "C", "N", "N", "O", "H", "H", "H", "H", "H"],
  "coordinates": [[0.17563, -0.18650, 1.77310], [-0.20142, 0.08855, 0.36490], [-1.36356, 0.63801, -0.03521], [-1.21821, 0.68638, -1.38686], [-0.09600, 0.24436, -1.84999], [0.51298, -0.16540, -0.71787], [1.76834, -0.65823, -0.74300], [-0.69525, 0.25178, 2.32941], [0.22833, -1.26987, 2.01312], [1.08764, 0.32286, 1.98836], [-2.00323, 1.07687, -2.03483], [1.80473, -1.02882, -1.70111]],
  "forces_ev_per_a": [[-1.81, -0.26, 0.11], [-1.20, 0.02, -0.11], [0.77, -0.27, -0.17], [-1.82, 0.82, 0.65], [1.45, -0.86, -0.19], [-0.50, 0.61, -0.31], [0.62, -1.15, -2.51], [1.08, -0.39, -0.12], [0.16, 0.70, -0.26], [0.67, 0.19, 0.51], [0.38, -0.15, 0.18], [0.21, 0.74, 2.22]]
}

=====

(11)
{
  "formula": "C3H5N3O",
  "method": "ωB97M-V/def2-TZVPD",
  "relative_energy_kcal_mol": 30.58,
  "charge": 0,
  "smiles": "OCc1nc[nH]n1",
  "fmax_ev_per_a": 1.1,
  "orbital_gap_ha": 0.4047,
  "symbols": ["O", "C", "C", "N", "C", "N", "N", "H", "H", "H", "H", "H"],
  "coordinates": [[-2.09936, 0.13643, -1.01544], [-1.68677, 0.24037, 0.33263], [-0.17950, 0.09109, 0.32373], [0.39543, -1.02778, -0.29220], [1.67648, -0.73562, -0.32310], [1.86464, 0.51950, 0.22174], [0.68454, 1.01920, 0.63649], [-1.59387, -0.61513, -1.35957], [-2.14183, -0.54847, 0.95034], [-2.06340, 1.20123, 0.71123], [2.48712, -1.34639, -0.73934], [2.65652, 1.06559, 0.55350]],
  "forces_ev_per_a": [[-0.11, -0.32, -0.16], [0.23, -0.11, 0.26], [0.07, -0.34, -0.51], [0.08, 0.88, 0.41], [0.11, 0.97, 0.43], [-0.04, -0.52, 0.24], [-0.36, -0.13, 0.01], [-0.26, 0.11, -0.21], [0.12, 0.04, -0.12], [0.59, -0.22, -0.07], [-0.50, 0.39, 0.31], [0.08, -0.74, -0.61]]
}

=====

(12)
{
  "formula": "C3H5N3O",
  "method": "ωB97M-V/def2-TZVPD",
  "relative_energy_kcal_mol": 122.91,
  "charge": 0,
  "smiles": "CN(CC#N)N=O",
  "fmax_ev_per_a": 10.3,
  "orbital_gap_ha": 0.3813,
  "symbols": ["C", "N", "C", "C", "N", "N", "O", "H", "H", "H", "H", "H"],
  "coordinates": [[-1.18616, -0.96017, -0.36292], [-0.48004, 0.16077, -0.05636], [0.82418, 0.08390, 0.74898], [1.90061, 0.23874, -0.10777], [2.95482, 0.30212, -0.71861], [-0.99128, 1.34705, -0.43015], [-0.25542, 2.33396, -0.12442], [-1.66439, -1.51008, 0.46962], [-0.77420, -1.58525, -1.24393], [-1.96473, -0.68501, -1.00511], [0.79576, 0.97334, 1.54174], [0.84085, -0.69937, 1.28892]],
  "forces_ev_per_a": [[-1.18, -3.60, -2.29], [2.39, 2.78, 1.78], [-4.07, 7.88, -1.46], [9.11, 0.49, -4.83], [-6.48, -0.33, 3.45], [2.86, 1.93, 1.28], [-2.16, -2.83, -0.84], [0.78, -0.01, -0.36], [0.60, 0.09, 2.09], [-1.95, 1.19, -0.36], [0.08, -1.53, -1.86], [0.02, -6.06, 3.41]]
}